The following is a quantum chemistry calculation of 18 unconnected molecules or ions with the total composition C54H108O54 at a distorted geometry, from OMol25.

The spin multiplicity is 1. The value obtained for the energy above the lowest of the compared OMol25 structures with the same formula, charge and spin is 6.533 eV. The lowest unoccupied orbital energy comes out at 0.423 eV. The frontier orbital gap comes out at 10.863 eV.

Each line ends with the Mulliken charge.
Geometry (Å):
C: 7.25903 -27.57092 -19.89602  -0.540
O: 6.11913 -27.26011 -19.07929  -0.386
C: 6.27264 -26.58814 -17.96632  0.817
O: 7.35213 -26.27214 -17.40112  -0.482
O: 5.01116 -26.37579 -17.53276  -0.348
C: 4.83525 -25.91361 -16.18661  -0.644
H: 6.90528 -28.05531 -20.80616  0.272
H: 7.98444 -28.20336 -19.38428  0.287
H: 7.82568 -26.64992 -20.03301  0.196
H: 5.50745 -25.23540 -15.66098  0.209
H: 4.74220 -26.87412 -15.67981  0.417
H: 3.80152 -25.57689 -16.10834  0.281
C: 11.09082 -25.47812 -10.77162  -0.569
O: 11.13079 -24.15232 -11.33645  -0.315
C: 12.12216 -23.84914 -12.17212  0.761
O: 13.02745 -24.59091 -12.46556  -0.603
O: 12.01577 -22.53654 -12.53692  -0.115
C: 13.17087 -21.98965 -13.09113  -0.426
H: 11.36152 -26.21224 -11.53050  0.142
H: 10.11664 -25.72148 -10.34754  0.249
H: 11.78383 -25.57343 -9.93570  0.336
H: 13.04187 -20.92799 -12.88061  0.083
H: 13.06715 -22.13437 -14.16650  -0.010
H: 14.10528 -22.37982 -12.68770  0.488
C: 16.28398 -24.62604 -19.10248  -0.597
O: 16.97597 -23.42108 -19.41621  -0.281
C: 18.14180 -23.41526 -20.19578  0.603
O: 18.59293 -22.49554 -20.84805  -0.582
O: 18.71034 -24.61466 -20.05905  -0.269
C: 19.89439 -24.96635 -20.64580  -0.705
H: 16.82876 -25.53911 -18.86245  0.404
H: 15.62590 -25.00880 -19.88256  0.503
H: 15.54186 -24.44924 -18.32396  0.048
H: 20.51010 -24.20257 -20.17077  0.280
H: 20.04593 -24.75340 -21.70400  0.302
H: 20.24521 -25.98457 -20.47774  0.265
C: 3.35863 -20.57882 -20.02377  -0.193
O: 3.92992 -19.34990 -20.02927  -0.291
C: 5.26835 -19.23367 -19.95264  0.815
O: 6.10617 -20.14493 -20.02099  -0.501
O: 5.54595 -17.87128 -19.99468  -0.318
C: 6.86460 -17.44759 -20.02265  0.021
H: 3.62678 -21.18556 -19.15887  -0.252
H: 3.41310 -21.11106 -20.97344  0.352
H: 2.28251 -20.56182 -19.85120  0.254
H: 7.10291 -17.10220 -21.02865  0.379
H: 7.60720 -18.02542 -19.47242  0.008
H: 6.83818 -16.57851 -19.36530  -0.201
C: 13.22752 -26.68344 -21.94912  -1.066
O: 12.91422 -26.34613 -20.64636  0.157
C: 11.63895 -26.01695 -20.34068  0.514
O: 10.73235 -25.77959 -21.14882  -0.626
O: 11.65234 -25.85200 -19.01086  -0.037
C: 10.47501 -25.32568 -18.46488  -0.040
H: 14.27986 -26.57901 -22.21324  0.291
H: 12.58973 -26.14702 -22.65169  0.406
H: 12.99996 -27.73866 -22.10018  0.390
H: 10.49393 -25.68175 -17.43485  -0.116
H: 9.63489 -25.88602 -18.87515  -0.103
H: 10.37416 -24.24154 -18.41435  0.138
C: 8.26255 -23.99824 -15.09540  -0.695
O: 9.36438 -24.80152 -15.17756  0.056
C: 9.57700 -25.80581 -14.37440  0.707
O: 8.75826 -26.14387 -13.47898  -0.672
O: 10.77770 -26.37974 -14.73461  0.203
C: 11.27941 -27.54410 -14.08440  -1.039
H: 7.82089 -23.94175 -14.10049  0.585
H: 7.46092 -24.27631 -15.77963  -0.013
H: 8.60683 -22.98027 -15.27795  -0.320
H: 12.22933 -27.19666 -13.67816  0.314
H: 11.47916 -28.39882 -14.73066  0.255
H: 10.65486 -28.02722 -13.33297  0.373
C: 4.88448 -22.65780 -17.20904  -0.085
O: 5.05439 -21.36681 -16.54701  0.350
C: 4.07362 -20.45146 -16.69860  -0.220
O: 2.90713 -20.69710 -16.96460  -0.629
O: 4.59649 -19.23025 -16.39758  0.736
C: 3.93439 -18.12533 -16.86305  -0.482
H: 4.06081 -23.29093 -16.87919  0.257
H: 5.79705 -23.23733 -17.06955  -0.266
H: 4.88932 -22.36372 -18.25861  0.127
H: 4.41731 -17.26496 -16.39975  -0.285
H: 2.87012 -17.98395 -16.67471  0.305
H: 4.00027 -17.95404 -17.93749  0.219
C: 4.90975 -17.41425 -13.36337  0.386
O: 4.42121 -16.87117 -12.18118  -0.351
C: 3.27798 -16.22470 -12.14633  0.586
O: 2.87597 -15.69065 -11.09613  -0.659
O: 2.64520 -16.29499 -13.35101  -0.065
C: 1.27263 -16.04562 -13.46341  -0.829
H: 4.99562 -16.71960 -14.19894  -0.154
H: 4.16147 -18.10516 -13.75174  0.236
H: 5.81045 -18.02247 -13.28018  -0.186
H: 0.96130 -15.00840 -13.58730  0.242
H: 0.74290 -16.40986 -12.58317  0.376
H: 0.84441 -16.62590 -14.28072  0.283
C: 14.84365 -26.36014 -15.68853  -0.791
O: 15.23505 -26.52147 -17.07275  0.031
C: 15.09770 -27.68232 -17.71562  0.466
O: 14.65321 -28.71207 -17.26270  -0.622
O: 15.60845 -27.62329 -19.00547  -0.062
C: 15.36508 -28.64343 -19.91921  -0.685
H: 13.77906 -26.48819 -15.49269  0.284
H: 15.03825 -25.33018 -15.38950  0.175
H: 15.44679 -26.98798 -15.03270  0.411
H: 15.37577 -29.66954 -19.55169  0.325
H: 15.99040 -28.54594 -20.80666  0.284
H: 14.33650 -28.50752 -20.25335  0.131
C: 8.73156 -16.49217 -12.84621  -0.347
O: 8.03303 -15.36115 -13.42109  -0.498
C: 7.54312 -15.39421 -14.62459  0.573
O: 7.33494 -16.44085 -15.27789  0.167
O: 7.39961 -14.21586 -15.09121  -0.271
C: 7.82485 -13.00806 -14.46502  -0.805
H: 9.16698 -16.25919 -11.87450  0.311
H: 9.46427 -16.87031 -13.55913  0.160
H: 8.04691 -17.32885 -12.70717  0.023
H: 7.06478 -12.47930 -13.88987  0.265
H: 7.99969 -12.31535 -15.28823  0.377
H: 8.74855 -12.99458 -13.88649  0.219
C: 7.90536 -20.15380 -16.41865  0.360
O: 9.00057 -20.65230 -17.22904  0.190
C: 10.11309 -21.18395 -16.68179  0.285
O: 10.51713 -21.12003 -15.53452  -0.382
O: 10.74393 -21.74185 -17.65445  0.153
C: 12.10086 -22.30601 -17.48230  -1.115
H: 7.39524 -20.99465 -15.94871  -0.276
H: 7.12674 -19.61599 -16.95956  -0.291
H: 8.21331 -19.42715 -15.66682  0.022
H: 12.32043 -23.14876 -18.13776  0.311
H: 12.17272 -22.68691 -16.46355  0.187
H: 12.87141 -21.56707 -17.70214  0.388
C: 3.36262 -12.94392 -13.83333  -0.505
O: 4.14474 -13.06351 -14.96665  -0.270
C: 3.75617 -13.64954 -16.04908  0.833
O: 2.64904 -13.92262 -16.45208  -0.611
O: 4.96586 -13.96691 -16.69357  -0.141
C: 4.90529 -14.58133 -18.01380  -0.574
H: 3.19712 -13.88432 -13.30764  -0.019
H: 2.41940 -12.49629 -14.14650  0.384
H: 3.82037 -12.18672 -13.19676  0.251
H: 5.22097 -15.62068 -17.92312  -0.073
H: 5.72864 -14.14224 -18.57717  0.299
H: 3.99854 -14.30028 -18.54942  0.424
C: 12.39135 -17.54063 -19.26009  -0.936
O: 11.19363 -18.23952 -19.37073  0.073
C: 11.09208 -19.50933 -19.92195  0.682
O: 11.95209 -20.22684 -20.24838  -0.549
O: 9.88245 -19.61201 -20.30857  -0.171
C: 9.33267 -20.74567 -20.96185  -0.503
H: 12.85200 -17.89501 -18.33796  0.382
H: 12.21995 -16.46421 -19.26769  0.258
H: 13.02054 -17.58851 -20.14886  0.311
H: 8.29508 -20.66851 -21.28674  0.120
H: 9.51268 -21.56186 -20.26217  0.095
H: 9.95048 -20.94840 -21.83666  0.357
C: 12.90299 -17.78793 -13.40446  -0.284
O: 12.21689 -17.65983 -12.17515  0.044
C: 12.43416 -16.60935 -11.37389  0.520
O: 12.98221 -15.57384 -11.67965  -0.591
O: 11.81053 -17.02887 -10.17780  -0.242
C: 12.00685 -16.33006 -9.02586  -0.758
H: 12.43360 -18.65019 -13.87805  -0.170
H: 13.88466 -18.19075 -13.15510  0.383
H: 12.90680 -16.86420 -13.98308  0.202
H: 11.48464 -15.37330 -9.02479  0.304
H: 13.06940 -16.12981 -8.88803  0.311
H: 11.63873 -16.84091 -8.13613  0.244
C: 20.93717 -23.65536 -16.52757  -0.752
O: 19.54011 -23.82509 -16.43028  -0.207
C: 18.74149 -22.71528 -16.07562  0.588
O: 19.08424 -21.53738 -15.79269  -0.597
O: 17.41176 -23.10843 -16.12345  -0.120
C: 16.30822 -22.21120 -16.03176  -0.698
H: 21.25217 -22.78857 -17.10854  0.321
H: 21.58570 -24.47918 -16.82563  0.269
H: 21.25247 -23.47168 -15.50047  0.348
H: 15.53525 -22.45184 -16.76163  0.076
H: 16.49419 -21.14110 -16.12337  0.438
H: 15.88707 -22.50256 -15.06955  0.357
C: 9.53397 -16.04483 -17.72939  -0.532
O: 10.21814 -16.05746 -16.51827  0.307
C: 10.80599 -14.87145 -16.13952  0.348
O: 10.91253 -13.81614 -16.81039  -0.666
O: 11.25087 -14.98095 -14.87598  0.004
C: 11.74825 -13.74404 -14.23122  -0.667
H: 8.72976 -15.31113 -17.67442  0.247
H: 9.08031 -17.03022 -17.83568  -0.192
H: 10.26938 -15.90486 -18.52167  0.397
H: 10.92384 -13.03364 -14.29255  0.255
H: 12.61297 -13.30560 -14.72933  0.315
H: 11.96799 -13.88272 -13.17264  0.186
C: 4.28861 -21.60728 -13.16468  -0.564
O: 5.73089 -21.71934 -13.42369  -0.138
C: 6.67729 -20.93247 -12.91644  0.810
O: 6.57572 -19.92006 -12.17192  -0.749
O: 7.85324 -21.50488 -13.21193  0.122
C: 9.10600 -20.88209 -12.96356  -0.374
H: 4.09489 -21.93950 -12.14478  0.338
H: 3.76531 -22.29792 -13.82596  0.211
H: 3.95991 -20.57042 -13.23522  0.114
H: 9.98043 -21.37193 -13.39197  -0.084
H: 9.19554 -20.45952 -11.96281  0.629
H: 9.18131 -19.96284 -13.54443  -0.099
C: 13.92386 -23.29960 -26.67854  -0.638
O: 14.38249 -23.28776 -25.33975  -0.319
C: 13.42796 -23.16855 -24.41440  0.678
O: 12.22281 -23.38737 -24.62259  -0.580
O: 14.03125 -22.81363 -23.26408  -0.302
C: 13.29089 -22.48066 -22.15424  -0.073
H: 13.29601 -22.41448 -26.78087  0.297
H: 13.46385 -24.27637 -26.82823  0.256
H: 14.68709 -23.08549 -27.42670  0.244
H: 12.91745 -23.41014 -21.72446  -0.029
H: 12.48927 -21.87136 -22.57167  0.231
H: 13.77964 -21.88370 -21.38426  0.262

Forces on the atoms, in the same order (eV/Å):
C 0.8 0.5 0.7
O 0.2 -0.6 -0.9
C 2.0 0.5 1.9
O -3.3 -0.7 -1.7
O 1.3 1.4 0.0
C -1.5 -1.8 0.7
H 0.0 0.4 0.2
H -0.4 -0.4 0.2
H -0.2 0.1 -0.7
H 0.4 -0.2 -0.8
H 0.6 0.2 0.9
H 0.1 0.6 -0.4
C 0.6 -0.4 -0.1
O -0.7 0.2 0.0
C 0.3 0.3 0.7
O -0.2 0.2 -0.3
O -0.9 -2.3 1.6
C 0.0 1.0 -1.0
H -0.1 0.1 0.1
H -0.2 0.6 -0.5
H 0.3 0.3 -0.2
H 0.5 0.1 -0.1
H 0.6 0.1 -0.2
H -0.2 -0.1 0.0
C -1.0 -1.2 -0.1
O 1.4 0.8 -1.4
C -0.5 -0.2 0.2
O -1.1 -1.2 1.4
O -3.0 -1.3 0.4
C 2.7 1.9 -0.5
H 0.7 0.8 0.4
H 0.2 0.6 -0.9
H 0.6 0.5 0.3
H 1.5 -0.6 -0.1
H -0.9 0.0 -0.3
H -0.7 0.1 0.6
C -1.7 -3.1 0.3
O 1.5 2.5 0.4
C 1.8 -0.3 -1.7
O -2.3 2.2 0.7
O -2.1 -3.2 0.5
C 1.0 1.7 1.1
H 0.7 -0.1 -0.5
H 0.8 -0.1 0.0
H -0.1 1.1 0.0
H 0.5 -0.5 0.1
H -0.1 -0.9 -0.8
H 0.1 0.6 -0.3
C -0.7 -1.0 -2.0
O -0.2 0.3 1.4
C -0.2 1.3 -1.6
O 1.9 -1.0 2.2
O 0.5 0.2 -1.3
C -1.3 -1.3 1.7
H 0.0 0.5 0.6
H 0.2 0.2 -0.1
H -0.1 -0.2 -0.1
H 0.1 0.3 0.2
H -0.2 0.8 -0.3
H 0.1 -0.1 -0.7
C -1.9 1.8 1.0
O 2.3 -0.8 -1.1
C -2.1 -1.9 2.5
O 3.2 0.4 -2.4
O -1.9 0.4 0.1
C 0.5 -0.4 0.7
H 0.2 -0.4 0.1
H 0.4 -0.2 -0.3
H -0.1 -0.1 -0.3
H 0.0 -0.4 0.4
H 0.0 0.6 -0.9
H -0.4 0.9 0.3
C 0.6 0.8 -0.5
O -0.5 0.0 0.2
C -0.8 -0.5 0.5
O 1.8 0.6 0.1
O 0.3 -2.8 0.0
C -1.0 3.1 -0.8
H -0.3 0.7 0.0
H 0.1 0.4 0.4
H -0.5 -0.8 -0.1
H 0.1 -0.1 0.1
H -0.1 -0.9 0.6
H 0.4 -0.5 -0.1
C -0.7 -1.4 -2.4
O 0.8 0.7 1.2
C -1.5 0.9 2.2
O 0.6 -1.2 -3.3
O 0.9 0.1 0.3
C -1.8 -0.2 0.8
H 0.4 0.5 0.4
H -0.1 -0.3 0.0
H 0.0 0.6 0.8
H 0.6 0.2 -0.1
H 0.2 0.1 0.3
H 0.6 0.1 -0.3
C 0.1 -0.1 0.3
O 0.0 0.2 -0.7
C 0.1 -1.8 -0.5
O 0.0 0.9 0.0
O 0.5 1.9 2.4
C -1.8 -0.9 -0.7
H 0.0 -0.5 -0.5
H 0.3 0.0 -0.6
H -0.2 -0.2 -0.2
H 0.5 0.2 0.5
H 0.3 0.3 0.4
H -0.1 -0.1 -0.2
C -0.7 -1.1 -0.8
O 1.1 0.0 2.5
C 0.7 -4.4 -1.1
O 0.1 2.4 1.2
O -0.7 2.2 -1.4
C 0.2 1.5 -0.4
H -0.1 0.6 -0.3
H 0.3 0.4 0.1
H -0.3 0.1 0.1
H -0.4 -0.8 0.2
H 0.1 -0.2 -0.2
H -0.1 -0.9 0.0
C 0.1 -0.1 1.0
O -0.5 0.3 0.2
C -0.5 1.3 1.7
O -0.7 0.1 -0.7
O 2.3 -1.8 -2.6
C -0.5 0.2 0.9
H 0.2 0.0 0.1
H 0.6 -0.3 -0.9
H 0.5 -0.2 0.1
H -0.9 0.2 -0.3
H 0.1 0.2 0.0
H -0.4 0.3 0.2
C -1.7 1.1 0.5
O 1.8 0.4 0.5
C 1.1 -1.9 -2.5
O 0.8 0.4 0.6
O -1.8 0.2 -0.2
C 0.9 1.0 0.5
H 0.2 0.1 -0.1
H -0.4 -0.3 0.3
H 0.3 -0.4 0.1
H -0.9 -0.2 0.0
H 0.1 0.3 0.1
H -0.2 -0.7 0.3
C 1.1 -0.1 -0.1
O -1.6 -1.0 -0.3
C -0.3 3.5 -0.7
O 3.3 -2.2 0.2
O -4.2 1.3 0.2
C 1.8 -1.4 0.0
H 0.7 0.5 -0.2
H -0.6 -0.1 0.7
H 0.3 -1.0 0.1
H 0.2 0.7 0.7
H -0.6 -0.4 -0.2
H 0.0 -0.1 -0.2
C 0.4 -0.7 0.2
O -0.5 0.4 0.8
C -0.9 -0.8 0.4
O -0.6 -1.1 1.2
O 0.5 -0.4 -3.2
C 0.7 2.1 1.6
H -0.4 0.5 -0.4
H 0.5 0.6 -0.2
H 0.0 -0.3 0.0
H 0.0 0.2 -0.2
H 0.1 0.1 0.2
H 0.0 -0.6 -0.4
C 1.3 1.7 1.7
O -2.5 1.2 -0.1
C -0.2 2.5 0.0
O -0.5 -4.6 -1.1
O 2.7 -0.5 -0.9
C -0.4 -0.2 0.9
H -0.4 0.1 -0.1
H -1.3 -0.7 -0.5
H 0.4 0.3 0.1
H 0.5 -0.4 -0.4
H 0.6 -0.2 0.2
H -0.3 0.7 0.2
C -0.5 -0.2 -0.9
O 1.8 1.7 2.4
C 0.0 2.2 -1.3
O -0.6 -3.5 1.6
O 0.4 0.1 0.3
C -0.9 0.2 -0.7
H 0.2 0.2 -0.4
H 0.2 0.0 0.1
H -0.5 0.3 -0.3
H 0.2 0.1 -0.1
H -0.1 -0.4 -0.2
H 0.0 -0.8 -0.3
C 1.1 0.5 0.9
O -0.6 -0.2 -0.4
C 0.7 2.2 3.0
O -0.3 -2.9 -2.6
O -0.4 -0.8 -0.7
C 0.1 2.6 -0.2
H 0.1 0.0 0.1
H 0.4 0.3 -0.3
H 0.0 -0.1 -0.3
H -0.7 -1.1 0.7
H 0.0 -0.9 0.4
H -0.5 0.3 -0.4
C -0.7 0.4 -0.2
O 1.0 0.4 0.6
C -2.0 -0.5 0.0
O 2.8 0.8 0.9
O 2.0 -0.6 -2.2
C -2.4 0.2 0.4
H -0.8 -0.5 -0.2
H -0.4 0.4 -0.6
H 0.7 -0.5 0.7
H -0.4 0.2 0.3
H -0.6 -0.1 0.8
H 0.7 -0.2 -0.5